Computed, not measured: 2 unconnected molecules or ions with the total composition C11H17N2 at a distorted geometry, with ωB97M-V/def2-TZVPD.

Calculated values
- HOMO-LUMO gap (alpha / beta) (eV) = 4.02 / 9.30
- E_HOMO (alpha / beta) (eV) = -3.21 / -8.63
- DFT total energy (a.u.) = -538.68237
- 2S+1 = 2
- <S²> = 0.751

Last columns: bonded neighbours and bond lengths (Å).
Atoms and positions in Å:
1 N 1.553 -1.125 0.001  C7 1.422, C12 1.501, H15 1.017
2 N 1.714 1.941 1.275  C9 1.503, H18 1.035, H19 1.022, H27 1.097
3 C -0.080 3.095 0.042  C9 1.512, H24 1.083, H26 1.086, H29 1.109
4 C -1.175 0.434 -2.100  C8 1.405, C10 1.370, H17 1.087
5 C -0.936 -3.718 1.128  C6 1.450, H16 1.103, H21 1.088, H28 1.092
6 C -0.207 -2.536 0.712  C5 1.450, C11 1.515, C12 1.345
7 C 0.322 -0.754 -0.604  N1 1.422, C10 1.390, C11 1.360
8 C -2.279 -0.213 -1.519  C4 1.405, C13 1.395, H20 1.090
9 C 1.399 2.783 0.071  N2 1.503, C3 1.512, H22 1.144, H30 1.095
10 C 0.078 0.172 -1.613  C4 1.370, C7 1.390, H25 1.078
11 C -0.762 -1.489 -0.233  C6 1.515, C7 1.360, C13 1.381
12 C 1.074 -2.197 0.937  N1 1.501, C6 1.345, H23 1.074
13 C -2.071 -1.139 -0.496  C8 1.395, C11 1.381, H14 1.104
14 H -2.873 -1.580 0.121  C13 1.104
15 H 2.155 -1.522 -0.717  N1 1.017
16 H -1.192 -4.200 0.169  C5 1.103
17 H -1.315 1.144 -2.912  C4 1.087
18 H 0.956 1.300 1.568  N2 1.035
19 H 2.481 1.269 1.210  N2 1.022
20 H -3.281 -0.256 -1.943  C8 1.090
21 H -0.393 -4.380 1.798  C5 1.088
22 H 1.818 3.817 0.326  C9 1.144
23 H 1.800 -2.598 1.619  C12 1.074
24 H -0.558 3.518 0.916  C3 1.083
25 H 1.004 0.635 -1.914  C10 1.078
26 H -0.772 2.290 -0.187  C3 1.086
27 H 1.783 2.592 2.156  N2 1.097
28 H -1.890 -3.520 1.621  C5 1.092
29 H -0.385 3.858 -0.703  C3 1.109
30 H 2.031 2.378 -0.726  C9 1.095


Computed, not measured: 2 unconnected molecules or ions with the total composition C11H17N2 at a distorted geometry, with ωB97M-V/def2-TZVPD.

Calculated values
- HOMO-LUMO gap (eV) = 8.85
- net charge = +1
- E_HOMO (eV) = -12.52
- DFT total energy (a.u.) = -538.40575
- 2S+1 = 1

Last columns: bonded neighbours and bond lengths (Å).
Atoms and positions in Å:
1 N 3.557 -1.670 -0.335  C10 1.406, C12 1.301, H27 0.996
2 N 2.500 0.187 -0.255  C7 1.418, C11 1.407, C12 1.319
3 C 1.927 2.541 0.144  C7 1.529, H23 1.007, H24 1.013, H30 1.057
4 C -3.125 0.495 1.284  C13 1.535, H16 1.022, H17 1.045, H22 1.074
5 C -3.305 -0.027 -1.247  C13 1.596, H14 1.123, H18 1.170, H20 1.145
6 C -0.110 0.479 -0.292  C8 1.182
7 C 1.739 1.291 -0.716  N2 1.418, C3 1.529, H26 1.022
8 C -1.208 0.042 -0.281  C6 1.182, C13 1.451
9 C -2.488 -1.859 0.203  C13 1.530, H21 1.153, H25 1.163, H29 1.000
10 C 3.658 -1.205 0.989  N1 1.406, C11 1.359, H19 1.079
11 C 2.993 -0.021 1.047  N2 1.407, C10 1.359, H15 1.059
12 C 2.822 -0.841 -1.016  N1 1.301, N2 1.319, H28 1.020
13 C -2.550 -0.332 0.126  C4 1.535, C5 1.596, C8 1.451, C9 1.530
14 H -2.962 -0.669 -2.102  C5 1.123
15 H 2.732 0.672 1.804  C11 1.059
16 H -4.061 0.756 0.966  C4 1.022
17 H -2.507 1.331 1.390  C4 1.045
18 H -3.316 1.084 -1.613  C5 1.170
19 H 4.145 -1.559 1.884  C10 1.079
20 H -4.402 -0.353 -1.286  C5 1.145
21 H -2.001 -2.039 1.232  C9 1.153
22 H -3.061 -0.106 2.172  C4 1.074
23 H 1.728 3.309 -0.477  C3 1.007
24 H 1.392 2.374 0.989  C3 1.013
25 H -3.484 -2.450 0.096  C9 1.163
26 H 1.665 1.465 -1.721  C7 1.022
27 H 3.999 -2.427 -0.808  N1 0.996
28 H 2.628 -1.076 -1.990  C12 1.020
29 H -1.855 -2.118 -0.527  C9 1.000
30 H 2.948 2.727 0.341  C3 1.057


Computed, not measured: 2 unconnected molecules or ions with the total composition C11H17N2 at a distorted geometry, with ωB97M-V/def2-TZVPD.

Calculated values
- HOMO-LUMO gap (alpha / beta) (eV) = 9.14 / 6.91
- net charge = +2
- E_HOMO (alpha / beta) (eV) = -16.43 / -17.18
- DFT total energy (a.u.) = -538.21846
- 2S+1 = 2
- <S²> = 0.770

Last columns: bonded neighbours and bond lengths (Å).
Atoms and positions in Å:
1 N -1.334 -2.356 -0.226  C3 1.324, C9 1.416, H23 1.014
2 N -0.216 1.639 0.289  C11 1.507, H17 1.019, H20 1.023, H26 1.022
3 C -1.205 -2.383 -1.544  N1 1.324, C12 1.431, H16 1.080
4 C 1.310 -0.983 1.941  C10 1.393, C13 1.416, H30 1.083
5 C -0.987 3.240 2.057  C11 1.497, H15 1.081, H19 1.093, H29 1.094
6 C 0.685 -1.351 -0.705  C7 1.404, C9 1.411, C12 1.436
7 C 1.867 -0.648 -0.420  C6 1.404, C10 1.405, H25 1.070
8 C 0.370 -1.494 -3.297  C12 1.452, H14 1.103, H18 1.110, H24 1.088
9 C -0.134 -1.851 0.330  N1 1.416, C6 1.411, C13 1.370
10 C 2.111 -0.427 0.946  C4 1.393, C7 1.405, H22 1.085
11 C -0.951 2.917 0.596  N2 1.507, C5 1.497, H21 1.092, H28 1.092
12 C 0.040 -1.784 -1.913  C3 1.431, C6 1.436, C8 1.452
13 C 0.089 -1.645 1.666  C4 1.416, C9 1.370, H27 1.081
14 H -0.272 -1.927 -4.083  C8 1.103
15 H -1.222 4.268 2.293  C5 1.081
16 H -1.929 -2.726 -2.268  C3 1.080
17 H 0.709 1.501 0.696  N2 1.019
18 H 0.062 -0.508 -3.705  C8 1.110
19 H -1.728 2.594 2.537  C5 1.093
20 H -0.790 0.827 0.529  N2 1.023
21 H -1.931 2.799 0.129  C11 1.092
22 H 3.112 -0.150 1.260  C10 1.085
23 H -1.995 -2.935 0.280  N1 1.014
24 H 1.397 -1.659 -3.616  C8 1.088
25 H 2.639 -0.533 -1.151  C7 1.070
26 H -0.106 1.538 -0.722  N2 1.022
27 H -0.437 -2.030 2.528  C13 1.081
28 H -0.549 3.711 -0.039  C11 1.092
29 H -0.067 3.090 2.629  C5 1.094
30 H 1.464 -0.733 2.984  C4 1.083


Computed, not measured: a gas-phase ion, C11H17N2O (charge +1), with ωB97M-V/def2-TZVPD.

Calculated values
- HOMO-LUMO gap (eV) = 7.27
- net charge = +1
- E_HOMO (eV) = -11.17
- SMILES = COc1cccc(N)c1[C@H](C)C(C)=[NH2+]
- DFT total energy (a.u.) = -613.87748
- 2S+1 = 1

Last columns: bonded neighbours and bond lengths (Å).
Atoms and positions in Å:
1 O -0.541 -1.560 1.525  C11 1.415, C14 1.367
2 N -0.119 2.469 -1.007  C4 1.373, H26 1.005, H28 1.004
3 N 2.260 -0.286 -2.199  C10 1.303, H15 1.013, H19 1.013
4 C -0.835 1.634 -0.185  N2 1.373, C5 1.401, C8 1.400
5 C -2.071 2.078 0.302  C4 1.401, C12 1.375, H20 1.079
6 C 2.172 0.679 0.453  C7 1.531, H18 1.087, H27 1.089, H31 1.086
7 C 1.026 -0.152 -0.130  C6 1.531, C8 1.529, C10 1.468, H22 1.106
8 C -0.351 0.394 0.248  C4 1.400, C7 1.529, C14 1.405
9 C 0.013 -1.111 -2.263  C10 1.474, H17 1.089, H24 1.087, H30 1.093
10 C 1.153 -0.508 -1.549  N3 1.303, C7 1.468, C9 1.474
11 C -1.041 -2.222 2.672  O1 1.415, H21 1.089, H25 1.092, H29 1.093
12 C -2.790 1.322 1.197  C5 1.375, C13 1.386, H23 1.078
13 C -2.315 0.098 1.640  C12 1.386, C14 1.386, H16 1.076
14 C -1.098 -0.366 1.164  O1 1.367, C8 1.405, C13 1.386
15 H 3.055 0.140 -1.738  N3 1.013
16 H -2.893 -0.478 2.342  C13 1.076
17 H 0.335 -1.695 -3.123  C9 1.089
18 H 2.226 1.666 0.001  C6 1.087
19 H 2.373 -0.564 -3.166  N3 1.013
20 H -2.448 3.033 -0.028  C5 1.079
21 H -0.325 -3.013 2.890  C11 1.089
22 H 1.032 -1.126 0.393  C7 1.106
23 H -3.739 1.682 1.561  C12 1.078
24 H -0.591 -1.721 -1.596  C9 1.087
25 H -1.103 -1.541 3.524  C11 1.092
26 H -0.591 3.291 -1.341  N2 1.005
27 H 3.129 0.169 0.351  C6 1.089
28 H 0.606 2.104 -1.598  N2 1.004
29 H -2.021 -2.666 2.480  C11 1.093
30 H -0.641 -0.315 -2.629  C9 1.093
31 H 1.992 0.819 1.515  C6 1.086


Computed, not measured: 2 unconnected molecules or ions with the total composition C11H17N4 at a distorted geometry, with ωB97M-V/def2-TZVPD.

Calculated values
- HOMO-LUMO gap (eV) = 8.49
- net charge = +1
- E_HOMO (eV) = -11.36
- DFT total energy (a.u.) = -648.16579
- 2S+1 = 1

Last columns: bonded neighbours and bond lengths (Å).
Atoms and positions in Å:
1 N -1.531 2.318 1.310  C9 1.373, H16 1.009, H22 1.006
2 N 1.361 1.212 -1.945  C7 1.412, C11 1.408, H20 1.015
3 N -1.533 0.726 -0.464  C9 1.332, H17 1.026, H27 1.013
4 N -2.255 0.190 1.665  C9 1.323, C15 1.454, H19 1.006
5 C 1.370 -0.442 -0.344  C7 1.434, C12 1.435, C14 1.411
6 C 0.225 -0.987 -2.442  C7 1.388, C13 1.391, H32 1.089
7 C 1.050 -0.145 -1.710  N2 1.412, C5 1.434, C6 1.388
8 C 0.446 -2.678 -0.712  C13 1.415, C14 1.391, H30 1.070
9 C -1.717 1.050 0.815  N1 1.373, N3 1.332, N4 1.323
10 C 2.478 0.871 1.601  C12 1.488, H21 1.099, H25 1.106, H31 1.085
11 C 2.022 1.650 -0.781  N2 1.408, C12 1.346, H29 1.081
12 C 1.964 0.741 0.210  C5 1.435, C10 1.488, C11 1.346
13 C 0.012 -2.290 -2.001  C6 1.391, C8 1.415, H23 1.073
14 C 1.099 -1.754 0.099  C5 1.411, C8 1.391, H18 1.090
15 C -2.602 -1.138 1.184  N4 1.454, H24 1.089, H26 1.084, H28 1.105
16 H -2.416 2.740 1.545  N1 1.009
17 H -0.893 -0.004 -0.794  N3 1.026
18 H 1.611 -1.970 1.037  C14 1.090
19 H -2.062 0.349 2.639  N4 1.006
20 H 1.862 1.441 -2.798  N2 1.015
21 H 3.567 0.738 1.664  C10 1.099
22 H -1.001 2.916 0.698  N1 1.006
23 H -0.672 -2.933 -2.520  C13 1.073
24 H -1.863 -1.922 1.339  C15 1.089
25 H 2.533 1.908 1.979  C10 1.106
26 H -3.021 -1.160 0.185  C15 1.084
27 H -1.302 1.502 -1.074  N3 1.013
28 H -3.446 -1.521 1.785  C15 1.105
29 H 2.533 2.602 -0.804  C11 1.081
30 H 0.242 -3.639 -0.289  C8 1.070
31 H 1.982 0.283 2.366  C10 1.085
32 H -0.044 -0.652 -3.442  C6 1.089


Computed, not measured: C11H17NO in the gas phase at a distorted geometry, with ωB97M-V/def2-TZVPD.

Calculated values
- HOMO-LUMO gap (eV) = 9.88
- E_HOMO (eV) = -9.11
- SMILES = C=C1C[C@H](C)C(C)(C)[C@@]1(C#N)OC
- DFT total energy (a.u.) = -559.17893
- 2S+1 = 1

Last columns: bonded neighbours and bond lengths (Å).
Atoms and positions in Å:
1 O -1.501 0.710 -1.423  C9 1.350, C13 1.360
2 N -2.230 -0.005 1.887  C3 1.144
3 C -1.781 0.212 0.858  N2 1.144, C9 1.427
4 C 0.830 1.988 -0.607  C8 1.503, H19 1.146, H22 1.134, H26 1.119
5 C -1.608 -2.439 -0.452  C10 1.304, H18 1.063, H23 1.119
6 C 0.484 0.956 1.614  C8 1.511, H21 1.149, H24 1.188, H29 1.086
7 C 0.830 -1.829 0.058  C10 1.485, C12 1.543, H17 1.153, H20 1.067
8 C 0.524 0.711 0.124  C4 1.503, C6 1.511, C9 1.597, C12 1.569
9 C -0.940 0.228 -0.294  O1 1.350, C3 1.427, C8 1.597, C10 1.891
10 C -0.593 -1.631 -0.318  C5 1.304, C7 1.485, C9 1.891
11 C 2.790 -0.503 0.673  C12 1.568, H25 1.111, H28 1.059, H30 1.121
12 C 1.501 -0.468 -0.219  C7 1.543, C8 1.569, C11 1.568, H14 1.127
13 C -2.821 1.039 -1.452  O1 1.360, H15 1.156, H16 1.149, H27 1.182
14 H 1.860 -0.439 -1.287  C12 1.127
15 H -3.465 0.175 -1.872  C13 1.156
16 H -3.004 1.933 -2.149  C13 1.149
17 H 1.436 -2.639 -0.494  C7 1.153
18 H -2.556 -1.971 -0.568  C5 1.063
19 H 1.060 1.800 -1.714  C4 1.146
20 H 0.854 -2.010 1.109  C7 1.067
21 H -0.345 1.722 1.831  C6 1.149
22 H -0.045 2.707 -0.660  C4 1.134
23 H -1.288 -3.511 -0.489  C5 1.119
24 H 1.571 1.346 1.893  C6 1.188
25 H 3.625 0.208 0.496  C11 1.111
26 H 1.710 2.536 -0.186  C4 1.119
27 H -3.268 1.304 -0.390  C13 1.182
28 H 2.772 -0.524 1.732  C11 1.059
29 H 0.364 -0.097 1.856  C6 1.086
30 H 3.233 -1.507 0.443  C11 1.121